[1]
Here is 2 unconnected molecules or ions with the total composition C19H22O6S from the OMol25 dataset. Energies are from wB97M-V/def2-TZVPD.

Structure (ORCA input):
```
! RIJCOSX wB97M-V def2-TZVPD def2/J DEFGRID3
* xyz 0 1
C 4.399 -0.982 1.218
O 3.686 0.282 1.194
C 2.327 0.254 1.220
C 1.673 1.516 1.314
C 0.321 1.569 1.548
C -0.428 0.367 1.712
C -1.821 0.435 2.039
O -2.601 -0.607 1.911
C -4.012 -0.349 1.760
C 0.210 -0.893 1.474
C 1.565 -0.948 1.234
H 5.454 -0.704 1.239
H 4.155 -1.575 2.115
H 4.187 -1.571 0.311
H 2.264 2.424 1.196
H -0.246 2.507 1.544
H -2.302 1.366 2.408
H -4.477 -1.310 1.522
H -4.437 0.074 2.690
H -4.150 0.365 0.933
H -0.403 -1.802 1.418
H 2.064 -1.909 1.059
C -7.000 -2.767 5.231
C -6.508 -1.339 5.294
O -5.200 -1.280 5.899
C -4.472 -0.146 5.647
C -3.280 -0.195 6.477
S -2.512 1.162 7.259
C -2.523 0.823 9.053
C -3.460 1.463 9.894
C -3.338 1.340 11.286
C -2.301 0.599 11.851
C -1.370 -0.023 11.019
C -1.465 0.093 9.625
O -1.109 1.272 6.917
O -3.432 2.253 7.100
O -4.824 0.680 4.793
H -7.975 -2.751 4.744
H -6.324 -3.380 4.627
H -7.116 -3.221 6.221
H -6.431 -0.918 4.288
H -7.197 -0.722 5.886
H -3.109 -1.141 6.971
H -4.265 2.069 9.460
H -4.063 1.845 11.924
H -2.214 0.512 12.930
H -0.544 -0.597 11.432
H -0.709 -0.359 8.972
*
```

Summary:
- frontier orbital gap (eV) = 3.32
- energy (eV) = -43175.0915
- HOMO level (eV) = -5.963
- LUMO (Ha) = -0.097

[2]
Here is a molecular structure, CHLiO2Tl from the OMol25 dataset. Energies are from wB97M-V/def2-TZVPD.

Structure (ORCA input):
```
! RIJCOSX wB97M-V def2-TZVPD def2/J DEFGRID3
* xyz 0 2
O -2.446 1.227 0.044
C -4.139 2.222 0.002
O -4.948 2.174 -0.851
Tl 1.412 0.278 0.294
Li -0.791 0.188 0.219
H -3.986 2.734 0.942
*
```

Summary:
- frontier orbital gap (alpha / beta) (eV) = 5.65 / 6.35
- energy (eV) = -10041.4732
- energy above the lowest of the compared OMol25 structures with the same formula, charge and spin (eV) = 2.836
- HOMO level (alpha / beta) (eV) = -6.983 / -7.648
- LUMO (alpha / beta) (Ha) = -0.049 / -0.048

[3]
Here is a molecular structure, C4H7BI2MnO5 from the OMol25 dataset. Energies are from wB97M-V/def2-TZVPD.

Structure (ORCA input):
```
! RIJCOSX wB97M-V def2-TZVPD def2/J DEFGRID3
* xyz 2 6
C 1.816 0.898 0.802
C 1.155 0.007 -0.409
I 2.513 -0.210 -2.154
C 0.544 -1.432 0.118
I 1.734 -3.070 -0.820
O -0.841 -1.661 -0.324
C -1.829 -1.063 0.586
O -1.775 -1.075 1.930
O -3.056 -0.420 0.008
B -2.668 1.006 -0.102
O -2.548 1.942 1.068
O -2.331 1.501 -1.483
H 2.985 0.995 0.751
H 1.386 1.999 0.818
H 1.490 0.379 1.816
H 0.228 0.620 -0.825
H 0.699 -1.601 1.289
H -1.623 1.714 1.430
H -1.521 2.096 -1.303
Mn 3.644 -2.626 -3.196
*
```

Summary:
- frontier orbital gap (alpha / beta) (eV) = 5.10 / 5.15
- energy (eV) = -62674.8882
- HOMO level (alpha / beta) (eV) = -16.723 / -16.723
- LUMO (alpha / beta) (Ha) = -0.427 / -0.425

[4]
Here is 12 unconnected molecules or ions with the total composition H26NO11 from the OMol25 dataset. Energies are from wB97M-V/def2-TZVPD.

Structure (ORCA input):
```
! RIJCOSX wB97M-V def2-TZVPD def2/J DEFGRID3
* xyz 1 1
N 0.413 0.130 -0.301
H -0.354 0.030 0.158
H 0.945 -0.810 -0.367
H 1.027 0.723 0.151
H 0.089 0.337 -1.103
O -2.554 -2.308 2.330
H -1.919 -1.695 2.048
H -2.514 -2.447 3.282
O -2.516 1.931 -0.105
H -2.883 1.650 0.628
H -3.236 2.510 -0.231
O -1.862 1.189 -2.572
H -2.312 1.536 -1.738
H -2.591 1.051 -3.140
O -0.073 -3.147 -0.009
H -0.059 -3.568 -0.920
H -0.108 -3.768 0.847
O 1.684 2.282 -2.871
H 2.233 2.863 -3.518
H 2.212 1.652 -2.721
O 2.693 -1.140 1.208
H 2.469 -1.282 2.097
H 3.499 -1.505 0.874
O -2.589 -2.080 -0.383
H -3.063 -2.412 0.416
H -1.713 -2.243 -0.335
O 3.828 2.838 0.707
H 3.475 3.252 0.004
H 3.064 2.552 1.241
O 0.673 2.550 1.520
H -0.055 2.638 2.066
H 0.599 3.358 0.825
O -0.406 -0.598 2.757
H -0.478 0.425 3.158
H 0.525 -0.783 3.187
O 0.950 -1.812 -2.895
H 0.286 -1.292 -3.278
H 0.616 -2.602 -3.028
*
```

Summary:
- frontier orbital gap (eV) = 10.20
- energy (eV) = -24424.8747
- energy above the lowest of the compared OMol25 structures with the same formula, charge and spin (eV) = 5.378
- HOMO level (eV) = -13.554
- LUMO (Ha) = -0.123

Number 1: strongest force on any atom 0.054 Eh/bohr. Number 2: strongest force on any atom 0.098 Eh/bohr. Number 3: strongest force on any atom 0.183 Eh/bohr. Number 4: strongest force on any atom 0.212 Eh/bohr.